Computed, not measured: C11H11FeNO6 as an isolated structure at a distorted geometry, with ωB97M-V/def2-TZVPD.

```
30
Properties=species:S:1:pos:R:3:forces:R:3
Fe -0.1853 0.2482 -0.0730 1.93 -4.03 2.51
O -2.9686 0.3288 -0.7516 6.02 0.67 1.15
O 0.7272 2.8240 -0.9941 -0.71 -3.56 1.35
O -0.8140 -2.6938 0.7120 1.22 4.16 -1.04
O -0.7369 0.9995 2.6954 0.97 -0.07 -4.49
O 0.3458 -0.7584 -2.7594 -0.39 2.52 3.89
O 1.6770 -1.2693 1.0007 2.20 1.93 0.34
N 3.1375 0.5383 1.1418 0.06 0.12 1.25
C -1.8109 0.4236 -0.5223 -11.31 -0.23 -2.84
C -0.4848 0.9759 1.5555 -1.99 1.53 9.43
C 4.4529 1.0199 1.6128 -0.58 0.42 -0.22
C 3.9146 -1.8185 1.3573 0.03 -0.51 0.24
C 6.0784 -0.7345 0.7167 0.03 0.52 0.11
C 5.5677 0.7065 0.6381 1.32 -0.94 -1.11
C 2.8277 -0.8007 1.1372 -0.91 -1.43 0.09
C 0.2526 -0.1637 -1.7593 1.38 -4.49 -8.83
C 4.9899 -1.7117 0.2774 0.64 -0.13 -0.23
C -0.5126 -1.6138 0.4398 -2.35 -5.72 1.28
C 0.5432 1.7652 -0.5447 3.58 9.06 -2.87
H 2.3650 1.1900 1.3545 0.23 -0.38 -0.58
H 3.4405 -2.8094 1.3813 0.09 0.35 -0.10
H 5.4439 -2.7063 0.1350 -0.48 0.26 -0.09
H 6.9672 -0.8658 0.0841 -0.27 0.15 -0.08
H 4.3253 -1.6414 2.3627 -0.04 0.01 -0.08
H 6.4317 -0.9449 1.7404 -0.22 -0.10 -0.28
H 6.4020 1.3817 0.8303 -0.13 0.20 0.33
H 4.5530 -1.3663 -0.6854 0.34 -0.40 0.37
H 5.2802 0.9107 -0.4044 -0.23 0.12 0.34
H 4.6780 0.5526 2.5883 -0.12 0.14 -0.11
H 4.3794 2.1035 1.7187 -0.29 -0.16 0.25
```
Positions in Å, forces in eV/Å.

Summary:
Total energy = -2194.8070 hartree
Spin multiplicity = 5
Charge = +2
HOMO level (alpha / beta) = -0.554 / -0.674 Ha

natural (NBO) atomic charge list, values in e, 6 entries:
1 Fe 0.26
2 O -0.34
3 O -0.35
4 O -0.32
5 O -0.33
6 O -0.33

=====

Computed, not measured: a 9-piece molecular cluster, C26H30Cl32O2PS overall at a distorted geometry, with ωB97M-V/def2-TZVPD.

```
92
Properties=species:S:1:pos:R:3:forces:R:3
Cl -8.8776 -0.9181 -2.3858 0.04 0.00 0.06
Cl 0.7762 -0.4699 -11.5511 0.02 -0.03 0.07
Cl -5.4232 -2.0678 6.6910 0.01 0.00 -0.01
Cl 5.8497 3.1852 -1.7419 0.42 0.52 -0.31
Cl 8.1335 -2.2180 -0.3918 0.05 0.14 -0.12
Cl 1.2791 -3.0770 -10.4171 0.00 0.06 0.02
Cl 2.9248 -0.8286 -9.6489 -0.79 -0.16 -0.09
Cl 0.4456 -3.2393 -3.4711 0.07 0.02 0.06
Cl 5.6926 2.1250 -7.3765 -0.08 -0.11 -0.27
Cl -6.5177 -1.0253 -0.7354 0.03 -0.06 -0.04
Cl 7.9544 -0.9205 -2.9677 -0.06 -0.04 0.03
Cl 3.0471 -3.5449 -2.2391 -0.37 -0.21 0.03
Cl -8.0849 -1.3617 7.5619 0.09 0.01 -0.04
Cl -8.9872 0.0382 0.3336 0.09 -0.02 -0.01
Cl 6.9823 -5.8339 3.6565 -0.02 0.03 -0.06
Cl 1.6714 -1.0402 -2.0397 -0.13 -0.11 -0.43
Cl 5.5724 -0.2961 -8.9466 0.75 0.17 0.20
Cl 6.1045 3.4077 -4.5959 0.09 0.07 0.20
Cl 0.1766 -0.9751 -8.7712 0.04 -0.01 -0.02
Cl 5.9288 -2.8128 -2.1528 0.31 0.14 -0.03
Cl -7.5272 1.5256 -1.6633 0.01 -0.17 0.01
Cl 5.9966 -3.9554 1.6961 -0.03 -0.06 0.05
Cl 8.5870 -3.7337 -2.8070 -0.05 0.05 0.05
Cl 8.4046 3.8619 -2.9170 -0.08 -0.02 0.03
Cl -5.8048 -0.6423 9.1740 0.00 -0.01 -0.10
Cl 5.3589 -0.4274 -6.0699 0.05 0.04 -0.02
Cl 2.7413 -1.8917 -4.5843 -0.07 -0.04 0.08
Cl 6.0354 -6.7812 1.0994 0.01 0.07 0.01
Cl 8.5157 -5.3151 1.2672 -0.13 -0.03 0.06
Cl 7.8812 0.2467 -7.2985 -0.07 0.00 0.01
Cl -6.2740 0.6963 6.6603 -0.01 0.01 0.04
Cl 6.2532 5.7845 -2.9509 -0.01 -0.10 0.01
S -1.4369 -0.9513 1.9742 0.82 -0.49 -0.47
P -1.8805 1.0612 1.4930 -1.69 1.31 0.46
O -4.8718 2.0286 2.4278 -0.98 0.50 0.06
O -6.3984 2.9106 0.9825 0.64 -0.54 0.95
C 0.2725 -1.1791 2.5841 0.52 -0.88 0.50
C 1.9716 -2.4307 -3.0895 -0.01 0.06 -0.20
C 2.1440 -0.7159 0.8786 0.31 0.40 0.36
C 1.2886 -1.3381 -10.0995 0.00 -0.01 -0.12
C 6.6571 4.0684 -3.0553 0.06 0.07 -0.09
C 3.4756 -1.0486 0.7491 0.23 -0.51 0.20
C -0.8414 2.2536 2.4535 0.22 -0.62 0.76
C -4.9842 -0.1733 3.4452 -0.69 -0.04 -0.54
C -5.1117 4.4353 2.2822 0.87 -0.43 0.05
C -4.0785 -1.2702 2.8129 0.18 -0.31 0.57
C -2.6083 -1.3296 3.3430 -0.68 1.63 -0.03
C 2.6777 1.4452 -0.1159 -0.02 0.50 -0.24
C 4.0058 1.0741 -0.2700 -0.52 0.59 -0.16
C -5.6190 0.7971 2.4138 0.91 -0.95 0.33
C 1.1948 -1.7328 1.4688 -0.41 0.56 -0.59
C -6.3999 -0.8436 7.5262 -0.09 0.01 0.12
C -7.9799 -0.0885 -1.1130 -0.15 0.17 -0.12
C -3.1734 0.8293 -0.9698 0.61 0.31 0.72
C 4.3691 -0.1693 0.1778 1.48 -0.05 -0.32
C 6.8852 -5.4735 1.9300 0.08 -0.10 0.00
C -1.7203 3.2279 3.2886 0.76 -0.34 -0.21
C -1.8536 1.3489 -0.3301 0.66 -1.31 -0.80
C 7.6540 -2.4215 -2.0817 0.10 0.00 -0.03
C 6.1280 0.4113 -7.4256 0.07 -0.01 0.05
C -5.5447 3.0452 1.8337 -0.38 1.20 -0.88
C 1.7863 0.5674 0.4446 -1.15 -0.56 0.74
H -3.4215 -0.1252 -0.4883 -0.22 0.17 -0.22
H 4.7039 1.7612 -0.7442 -0.40 -0.75 0.46
H -3.9637 1.5627 -0.7851 -0.13 -0.35 -0.20
H -3.0193 0.6394 -2.0348 -0.18 0.20 0.14
H 0.6842 -0.2825 3.0559 -0.32 0.06 -0.25
H -1.6573 2.4069 -0.5406 -0.12 -0.09 0.38
H -6.6707 0.9940 2.6370 0.20 0.09 -0.04
H -4.5766 4.3994 3.2361 -0.35 0.07 -0.04
H -2.0010 4.0767 2.6636 -0.24 -0.01 0.33
H -2.5034 -0.4904 4.0414 0.23 -0.44 0.18
H -4.3849 4.8345 1.5596 -0.25 -0.15 -0.01
H -4.5143 0.3757 4.2680 0.07 -0.06 -0.24
H -5.8419 -0.6918 3.8927 0.28 0.06 0.06
H -4.1077 -1.2076 1.7182 0.05 -0.02 0.19
H -4.5204 -2.2341 3.0924 0.12 0.08 -0.31
H 1.7921 -2.5770 1.8251 -0.26 0.13 0.16
H 3.8558 -2.0105 1.0884 -0.21 0.06 -0.05
H -1.0907 3.5474 4.1278 -0.19 0.34 -0.27
H 0.5467 -2.1186 0.6647 0.26 -0.08 0.11
H 0.2190 -1.9385 3.3767 -0.32 0.20 -0.14
H -5.5442 0.3116 1.4370 -0.25 0.38 -0.05
H 2.2995 2.4126 -0.4410 0.26 -0.09 0.00
H -2.3618 -2.2783 3.8212 0.31 0.10 -0.33
H -2.5835 2.7254 3.7307 -0.05 0.12 -0.34
H -0.2940 1.6539 3.1983 0.02 0.00 -0.34
H -0.0749 2.7725 1.8696 -0.22 -0.12 -0.08
H 0.7522 0.8904 0.5657 0.12 -0.07 -0.07
H -5.9562 5.1235 2.2976 0.01 -0.26 0.07
H -1.0340 0.7934 -0.8115 0.01 0.27 0.19
H 5.4169 -0.4460 0.0614 -0.21 -0.17 0.12
```
Positions in Å, forces in eV/Å.

Summary:
Total energy = -16624.4970 hartree
Charge = +1
HOMO level = -0.432 Ha

Mulliken atomic charge list, values in e, 6 entries:
1 Cl -0.09
2 Cl -0.10
3 Cl -0.11
4 Cl -0.17
5 Cl -0.09
6 Cl -0.10

=====

Computed, not measured: a single C4H6N2O2 molecule at a distorted geometry, with ωB97M-V/def2-TZVPD.

```
14
Properties=species:S:1:pos:R:3:forces:R:3
O -0.1252 -2.4524 -0.0834 -0.29 -0.45 0.39
O -2.7455 -0.7585 0.5562 1.37 1.03 -0.77
N -1.0067 1.7312 -0.4973 0.91 0.88 1.31
N -0.5835 0.7035 -1.0811 2.29 -0.38 -1.15
C -1.6130 -0.6639 0.2310 -1.83 -2.42 1.49
C 1.4081 0.7543 0.5765 0.17 0.02 0.33
C 0.5938 -0.1262 -0.3440 -1.22 0.58 0.20
C -0.3322 -1.1254 0.2484 -0.29 0.54 -0.63
H 1.2378 -0.6116 -1.0847 -0.46 0.28 -0.27
H 2.0645 0.1389 1.1996 0.04 -0.06 -0.25
H -0.9624 -2.9359 0.0287 0.51 0.07 0.03
H 2.0277 1.4467 -0.0035 -0.10 -0.08 0.12
H -0.7549 2.5794 -1.0261 -1.00 0.02 -0.52
H 0.7915 1.3201 1.2795 -0.10 -0.05 -0.28
```
Positions in Å, forces in eV/Å.

Summary:
Total energy = -415.7915 hartree
SMILES = [H]/N=N/[C@@H](C)C(O)=C=O
Charge = 0
HOMO level (alpha / beta) = -0.302 / -0.279 Ha

natural (NBO) atomic charge list, values in e, 6 entries:
1 O -0.66
2 O -0.44
3 N -0.41
4 N -0.15
5 C 0.63
6 C -0.63

=====

Computed, not measured: ClCu2F3FeO8P as an isolated structure at a distorted geometry, with ωB97M-V/def2-TZVPD.

```
16
Properties=species:S:1:pos:R:3:forces:R:3
Cu -5.6337 -16.6688 16.1846 0.78 1.62 0.85
Cu -9.0444 -15.7707 18.1048 2.07 1.19 -0.35
Fe -4.8500 -15.1396 19.2048 -0.91 -0.58 0.50
Cl -8.4192 -12.9172 16.3410 -3.97 -2.01 0.88
P -3.4821 -14.6139 16.8473 -3.75 -4.89 -2.59
F -6.5702 -15.6488 18.1622 -1.14 -0.86 -0.92
F -4.9517 -16.8308 20.1813 0.16 2.08 -0.90
F -5.8168 -13.9166 20.3836 1.40 -1.55 -1.17
O -3.8298 -15.1803 15.4434 -0.64 0.83 1.84
O -7.4962 -11.9940 15.8841 0.37 5.13 0.02
O -3.6881 -15.7766 17.8428 0.61 -4.66 1.69
O -9.7370 -13.0075 15.7245 0.86 0.88 -1.44
O -2.1875 -14.0038 16.9143 4.67 2.73 0.04
O -4.4330 -13.8656 17.7330 -2.86 5.10 0.73
O -7.6713 -14.0615 15.9516 0.04 -4.91 0.90
O -8.8568 -12.8841 17.7533 2.28 -0.12 -0.08
```
Positions in Å, forces in eV/Å.

Summary:
Total energy = -6247.3727 hartree
Spin multiplicity = 7
Charge = -1
HOMO level (alpha / beta) = -0.248 / -0.251 Ha

natural (NBO) atomic charge list, values in e, 6 entries:
1 Cu 0.95
2 Cu 0.78
3 Fe 1.83
4 Cl 2.54
5 P 2.48
6 F -0.87